1.
This record from the OMol25 dataset describes a cluster of 3 separate species, C22H24BrN4O7 in total. The level of theory is ωB97M-V/def2-TZVPD.

The calculation puts the energy above the lowest of the compared OMol25 structures with the same formula, charge and spin at 6.006 eV. The LUMO energy comes out at -5.452 eV.

Geometry as ORCA input:
```
! wB97M-V def2-TZVPD RIJCOSX def2/J DEFGRID3
* xyz 1 1
C -2.068 4.200 2.346
C -2.719 3.082 1.319
C -2.479 1.517 1.807
C -0.906 1.124 2.052
N -0.035 1.158 0.815
C -0.741 0.642 -0.419
C -0.898 1.737 -1.674
C -0.288 3.269 -1.589
O -0.081 3.949 -2.739
O 0.015 4.001 -0.340
Br 1.848 3.884 -0.028
C -1.698 1.134 -3.013
C -2.234 -0.447 -3.015
N -2.023 -1.390 -1.811
C -1.321 -0.918 -0.539
O -1.068 -1.802 0.646
H -0.972 4.527 2.061
H -2.161 3.802 3.458
H -2.757 5.167 2.287
H -2.432 3.242 0.196
H -3.900 3.249 1.379
H -3.008 1.441 2.875
H -3.072 0.791 1.107
H -0.793 0.104 2.662
H -0.467 1.956 2.786
H 0.729 0.443 1.003
H -1.853 1.863 -3.939
H -2.807 -0.848 -3.982
H -2.351 -2.382 -1.847
H -0.053 -1.918 0.687
C 3.450 2.446 6.281
C 4.259 1.308 6.278
C 4.010 0.276 5.371
C 2.948 0.396 4.465
C 2.130 1.534 4.472
C 2.386 2.558 5.385
N 2.697 -0.674 3.493
O 3.431 -1.673 3.531
O 1.770 -0.517 2.686
H 3.651 3.251 6.986
H 5.085 1.228 6.981
H 4.650 -0.604 5.381
H 1.298 1.638 3.777
H 1.758 3.447 5.396
C 1.686 -5.072 -5.628
C 0.681 -5.894 -5.117
C -0.603 -5.385 -4.912
C -0.871 -4.046 -5.230
C 0.138 -3.217 -5.736
C 1.419 -3.737 -5.934
N -2.225 -3.512 -5.041
O -3.086 -4.272 -4.573
O -2.431 -2.333 -5.365
H 2.685 -5.475 -5.791
H 0.898 -6.933 -4.880
H -1.375 -6.038 -4.513
H -0.055 -2.175 -5.982
H 2.208 -3.101 -6.329
*
```

Here are the natural (NBO) charges for atoms 1 to 5, given in e: number 1, C, carries -0.650; number 2, C, carries -0.409; number 3, C, carries -0.438; number 4, C, carries -0.248; number 5, N, carries -0.668


2.
This record from the OMol25 dataset describes a structure of composition C30H20IrN5O11S3. The level of theory is ωB97M-V/def2-TZVPD.

As for the expectation value of S²: 0.76. The calculation puts the energy above the lowest of the compared OMol25 structures with the same formula, charge and spin at 2.505 eV. The LUMO energy (spin up / spin down) comes out at 1.433 / 1.417 eV.

Geometry as ORCA input:
```
! wB97M-V def2-TZVPD RIJCOSX def2/J DEFGRID3
* xyz -1 2
Ir 0.669 -0.365 0.387
C -1.503 0.275 4.178
C -1.102 -0.271 2.832
N -0.063 0.160 2.203
N 0.607 1.156 2.934
C 1.600 1.698 2.308
S 2.117 1.311 0.732
S 2.521 2.957 3.148
C 1.223 3.683 4.205
C 0.355 4.666 3.469
C -0.764 4.243 2.757
C -1.537 5.153 2.051
C -1.207 6.500 2.053
C -0.096 6.932 2.763
C 0.678 6.020 3.463
C -1.942 -1.397 2.340
C -2.019 -2.538 3.139
C -2.857 -3.591 2.821
C -3.682 -3.504 1.706
C -3.640 -2.375 0.905
C -2.763 -1.355 1.224
O -2.675 -0.212 0.396
H -1.582 1.360 4.147
H -0.744 0.041 4.927
H -2.457 -0.150 4.483
H 1.768 4.180 5.008
H 0.651 2.861 4.627
H -1.014 3.191 2.738
H -2.396 4.804 1.491
H -1.809 7.209 1.499
H 0.171 7.982 2.768
H 1.552 6.360 4.009
H -1.384 -2.598 4.015
H -2.870 -4.475 3.444
H -4.357 -4.312 1.458
H -4.270 -2.280 0.031
O 3.897 -3.019 0.882
C 3.019 -2.366 0.325
O 1.857 -2.153 0.814
C 3.336 -1.856 -1.090
C 4.568 -2.213 -1.584
C 4.941 -1.923 -2.896
C 4.073 -1.290 -3.755
C 2.823 -0.939 -3.288
C 2.414 -1.142 -1.928
O 1.284 -0.688 -1.547
N 1.934 -0.308 -4.261
O 0.729 -0.411 -4.121
O 2.450 0.298 -5.190
N 6.248 -2.324 -3.387
O 6.999 -2.900 -2.620
O 6.501 -2.139 -4.569
H 5.234 -2.750 -0.925
H 4.349 -1.079 -4.775
O -0.708 -1.982 -0.383
C -1.459 -1.495 -1.207
N -2.415 -0.560 -0.908
S -3.520 -0.190 -2.150
O -3.501 1.206 -2.427
O -4.771 -0.828 -1.864
C -2.552 -1.117 -3.292
C -2.721 -1.174 -4.659
C -1.833 -1.972 -5.370
C -0.812 -2.667 -4.728
C -0.638 -2.573 -3.355
C -1.532 -1.796 -2.648
H -3.503 -0.616 -5.156
H -1.928 -2.040 -6.445
H -0.123 -3.261 -5.315
H 0.181 -3.054 -2.837
*
```

Here are the natural (NBO) charges for atoms 1 to 5, given in e: number 1, Ir, carries 0.835; number 2, C, carries -0.671; number 3, C, carries 0.284; number 4, N, carries -0.251; number 5, N, carries -0.452


3.
This record from the OMol25 dataset describes an isolated molecule of C2HCl2F3S. The level of theory is ωB97M-V/def2-TZVPD.

The SMILES is FC(F)(F)C(S)(Cl)Cl. The calculation puts the energy above the lowest of the compared OMol25 structures with the same formula, charge and spin at 0.383 eV. The LUMO energy comes out at 0.216 eV.

Geometry as ORCA input:
```
! wB97M-V def2-TZVPD RIJCOSX def2/J DEFGRID3
* xyz 0 1
F -1.492 0.833 -0.980
C -0.612 0.907 0.027
F -1.431 1.385 1.050
F 0.173 1.944 -0.246
C 0.081 -0.532 0.147
S 1.039 -0.900 -1.379
Cl 1.229 -0.359 1.559
Cl -1.004 -1.895 0.410
H 2.016 -1.383 -0.589
*
```

Here are the natural (NBO) charges for atoms 1 to 5, given in e: number 1, F, carries -0.322; number 2, C, carries 0.938; number 3, F, carries -0.328; number 4, F, carries -0.296; number 5, C, carries -0.288


4.
This record from the OMol25 dataset describes an isolated molecule of C2H10N3OP. The level of theory is ωB97M-V/def2-TZVPD.

The SMILES is CNP(N)(=O)NC. The calculation puts the energy above the lowest of the compared OMol25 structures with the same formula, charge and spin at 0.000 eV. The LUMO energy comes out at 0.951 eV.

Geometry as ORCA input:
```
! wB97M-V def2-TZVPD RIJCOSX def2/J DEFGRID3
* xyz 0 1
C -0.561 1.753 -0.915
N -0.538 1.356 0.483
P 0.635 -0.057 0.675
N 0.626 -0.306 2.327
O 1.947 0.117 0.052
N -0.215 -1.374 0.124
C -0.131 -1.824 -1.247
H -1.104 2.693 -1.018
H 0.443 1.875 -1.341
H -1.080 0.984 -1.484
H -0.153 2.115 1.038
H -0.024 0.252 2.858
H 1.559 -0.284 2.712
H -1.133 -1.453 0.537
H 0.852 -1.548 -1.624
H -0.231 -2.912 -1.280
H -0.895 -1.387 -1.897
*
```

Here are the natural (NBO) charges for atoms 1 to 5, given in e: number 1, C, carries -0.431; number 2, N, carries -0.933; number 3, P, carries 2.296; number 4, N, carries -1.198; number 5, O, carries -1.096


5.
This record from the OMol25 dataset describes the ion C4H9N2OS2 with charge +1. The level of theory is ωB97M-V/def2-TZVPD.

The SMILES is C/[NH+]=C/[C@@](N)(O)C(=S)S. The calculation puts the energy above the lowest of the compared OMol25 structures with the same formula, charge and spin at 0.898 eV. The LUMO energy comes out at -4.905 eV.

Geometry as ORCA input:
```
! wB97M-V def2-TZVPD RIJCOSX def2/J DEFGRID3
* xyz 1 1
C -2.746 0.777 0.625
N -1.533 0.371 -0.006
C -0.421 0.026 0.479
C 0.734 -0.503 -0.409
N 0.802 -1.937 -0.360
O 0.505 0.051 -1.670
C 2.020 0.198 0.155
S 3.093 -0.723 1.069
S 2.203 1.822 -0.314
H -3.552 0.517 0.032
H -2.777 0.356 1.546
H -2.696 1.878 0.573
H -1.624 0.288 -1.036
H -0.237 0.100 1.483
H 0.378 -2.410 0.406
H 1.620 -2.545 -0.553
H 0.853 -0.519 -2.300
H 3.376 2.252 0.279
*
```

Here are the natural (NBO) charges for atoms 1 to 5, given in e: number 1, C, carries -0.413; number 2, N, carries -0.364; number 3, C, carries 0.290; number 4, C, carries 0.272; number 5, N, carries -0.860


6.
This record from the OMol25 dataset describes a cluster of 2 separate species, C3H8N2O in total. The level of theory is ωB97M-V/def2-TZVPD.

The SMILES is C=NC.NC=O. The calculation puts the energy above the lowest of the compared OMol25 structures with the same formula, charge and spin at 3.072 eV. The LUMO energy comes out at 0.689 eV.

Geometry as ORCA input:
```
! wB97M-V def2-TZVPD RIJCOSX def2/J DEFGRID3
* xyz 0 1
C 0.436 1.868 1.423
N 0.057 0.965 0.486
C -1.373 1.027 0.194
H 1.495 2.025 1.518
H -0.321 2.367 2.033
H -1.609 0.210 -0.604
H -1.709 0.742 1.142
H -1.644 1.957 -0.388
N 1.168 -1.290 -0.844
C 0.288 -2.397 -1.120
O -0.878 -2.439 -1.234
H 2.183 -1.365 -0.614
H 1.017 -0.268 -0.853
H 0.890 -3.401 -1.138
*
```

Here are the natural (NBO) charges for atoms 1 to 5, given in e: number 1, C, carries -0.080; number 2, N, carries -0.410; number 3, C, carries -0.487; number 4, H, carries 0.185; number 5, H, carries 0.159


7.
This record from the OMol25 dataset describes an isolated molecule of C4H5NS. The level of theory is ωB97M-V/def2-TZVPD.

The SMILES is Sn1cccc1. The calculation puts the energy above the lowest of the compared OMol25 structures with the same formula, charge and spin at 0.540 eV. The LUMO energy comes out at 0.727 eV.

Geometry as ORCA input:
```
! wB97M-V def2-TZVPD RIJCOSX def2/J DEFGRID3
* xyz 0 1
S 2.491 -0.001 -0.186
N 0.801 -0.001 -0.126
C 0.001 -1.128 -0.114
C -1.307 -0.719 -0.101
C -1.310 0.717 -0.097
C 0.000 1.128 -0.124
H 2.746 -0.006 1.148
H 0.443 -2.082 -0.134
H -2.144 -1.371 -0.083
H -2.174 1.347 -0.062
H 0.454 2.116 -0.122
*
```

Here are the natural (NBO) charges for atoms 1 to 5, given in e: number 1, S, carries 0.219; number 2, N, carries -0.498; number 3, C, carries -0.063; number 4, C, carries -0.291; number 5, C, carries -0.294